(1)
Density functional theory data (the ωB97M-V functional and the def2-TZVPD basis) for the molecule C3H4P2 in a non-equilibrium geometry.

E   -21747.716 eV
HOMO level   -8.531 eV
Gap between HOMO and LUMO   9.12 eV
Strongest force on any atom   5.08 eV/A
ΔE to the lowest compared entry with this formula, charge and spin   80.9 kcal per mole

Structure (XYZ):
```
9
Properties=species:S:1:pos:R:3:forces:R:3:mulliken_charge:R:1
C -0.549054 -0.766562 -0.363536 2.075 -1.815 0.674 -0.252
C 0.685776 -0.415270 0.721408 -2.130 -0.399 -4.599 -0.428
C -0.076259 0.623519 -0.046981 -0.226 -0.742 0.322 -0.022
P -1.815804 0.252238 0.348273 0.508 -0.069 2.973 -0.054
P 1.680472 0.488384 -0.466914 0.102 0.248 -1.240 -0.066
H -0.602004 -1.489175 -1.262962 0.665 1.785 1.352 0.293
H 0.881082 -0.928662 1.578637 -0.077 -0.513 2.681 0.537
H -2.223788 0.652359 -0.822391 -1.474 1.062 -2.858 -0.014
H 2.019580 1.583168 0.314466 0.556 0.445 0.694 0.006
```
Positions in Å, forces in eV/Å.



(2)
Density functional theory data (the ωB97M-V functional and the def2-TZVPD basis) for the ion C7H15N4O with charge +1 in a non-equilibrium geometry.

Net charge   +1
E   -15500.702 eV
HOMO level   -10.530 eV
Gap between HOMO and LUMO   7.13 eV
Strongest force on any atom   3.83 eV/A
ΔE to the lowest compared entry with this formula, charge and spin   69.5 kcal per mole

Structure (XYZ):
```
27
Properties=species:S:1:pos:R:3:forces:R:3:mulliken_charge:R:1
C 1.387041 -1.971541 -0.262854 -1.267 -0.009 -0.195 -0.663
C 2.493087 -1.155971 0.109240 2.056 -0.463 0.472 -0.426
C 0.035547 -1.772884 -0.202093 1.204 -2.786 -2.016 -0.250
C 2.455649 0.177556 0.228936 1.019 -0.234 0.608 0.365
C -1.929371 -0.733090 0.282273 -1.136 1.901 1.951 0.510
C -2.214813 1.915142 -1.384400 1.117 0.764 1.520 -0.701
C -2.512934 0.592064 0.642138 0.363 2.715 -2.366 -0.720
N -0.675098 -0.679119 0.197145 2.071 -0.734 -1.204 -0.318
N 1.367817 0.936128 0.061480 -0.133 3.269 -0.044 -0.381
N 3.768982 0.928200 0.576681 0.454 2.065 1.824 -0.363
N -2.675943 -1.771976 0.548881 -2.057 -3.237 -0.006 -0.386
O -1.788392 1.693968 -0.011259 -1.595 -1.999 -0.791 -0.345
H 1.794757 -2.852649 -0.765383 -0.924 -0.104 0.232 0.303
H 3.410133 -1.807325 0.168668 -0.538 1.541 0.054 0.242
H -0.458867 -2.615688 -0.799835 0.019 1.185 1.061 0.272
H -3.235992 2.230884 -1.416022 -0.703 0.583 0.118 0.343
H -2.143638 1.115472 -2.110128 0.646 -0.635 0.194 0.292
H -1.504230 2.714704 -1.540219 -0.341 0.373 -1.342 0.230
H -2.165685 0.829744 1.590282 -0.146 -0.330 2.417 0.280
H -3.589478 0.765838 0.522467 0.129 -0.450 0.059 0.427
H 0.462854 0.452289 -0.138886 0.105 0.220 0.533 0.345
H 1.243639 1.926877 0.427158 0.486 -2.097 -0.600 0.228
H 3.669598 2.027464 0.586163 -0.340 -2.631 0.390 0.409
H 4.230642 0.622554 1.523745 -1.399 0.669 -2.019 0.424
H 4.525213 0.864129 -0.104354 -0.207 -0.796 -0.454 0.390
H -2.228416 -2.712184 0.616857 -0.819 1.228 -0.134 0.234
H -3.722114 -1.720573 0.653312 1.935 -0.008 -0.263 0.259
```
Positions in Å, forces in eV/Å.



(3)
Density functional theory data (the ωB97M-V functional and the def2-TZVPD basis) for a cluster of 2 separate species, C5H11O2 in total in a non-equilibrium geometry.

Net charge   -1
E   -9457.422 eV
HOMO level   -3.339 eV
Gap between HOMO and LUMO   7.07 eV
Strongest force on any atom   5.56 eV/A
ΔE to the lowest compared entry with this formula, charge and spin   60.1 kcal per mole

Structure (XYZ):
```
18
Properties=species:S:1:pos:R:3:forces:R:3:mulliken_charge:R:1
C 0.123422 -1.533272 -2.016323 -0.225 1.347 2.528 -0.782
C -0.133646 -2.143246 -0.566894 -3.533 -1.174 -1.666 -0.786
H 0.750393 -0.693687 -1.722693 1.752 -0.472 -1.076 0.136
H 0.297362 -2.293206 -2.782330 0.883 0.459 0.331 0.340
H -0.592846 -0.857913 -2.402290 -1.931 0.100 -0.206 0.291
H 0.491763 -1.887239 0.255172 0.777 0.590 0.033 0.342
H 0.129822 -3.161960 -0.910227 -0.780 -0.294 1.531 0.273
H -1.281794 -2.002440 -0.117603 2.955 -0.692 -1.518 0.140
C -0.375209 1.379711 1.534192 -0.725 2.648 -1.147 -0.424
C 1.018918 0.882103 1.109563 -0.112 -2.123 5.136 -0.468
C -0.976981 2.366130 0.359019 4.066 0.479 3.752 0.426
O -0.530608 3.531526 0.470981 -0.672 0.401 -0.484 -0.738
O -1.592242 1.775844 -0.467465 -2.796 -1.411 -3.447 -0.634
H -1.189336 0.650680 1.607063 0.717 -0.387 0.473 0.254
H -0.354934 2.120604 2.360490 0.183 -1.020 -0.005 0.267
H 1.545082 1.202026 0.287976 0.852 1.852 -1.795 0.404
H 0.924304 -0.167582 0.918549 -0.090 -0.778 -0.156 -0.259
H 1.746535 0.831925 2.082818 -1.323 0.476 -2.284 0.218
```
Positions in Å, forces in eV/Å.



(4)
Density functional theory data (the ωB97M-V functional and the def2-TZVPD basis) for a structure of composition C16H23N3O5PtS2.

E   -56591.298 eV
HOMO level   -6.223 eV
Gap between HOMO and LUMO   5.27 eV
Strongest force on any atom   0.68 eV/A
ΔE to the lowest compared entry with this formula, charge and spin   14.8 kcal per mole

Structure (XYZ):
```
50
Properties=species:S:1:pos:R:3:forces:R:3:mulliken_charge:R:1
Pt 0.674111 0.724744 0.534606 0.554 -0.392 -0.050 1.500
N -1.728834 1.855760 -1.903297 -0.013 -0.172 0.053 -0.239
C -1.996805 1.303774 -0.715912 -0.087 0.289 -0.379 0.491
O -1.317798 1.537979 0.292165 -0.628 0.018 -0.056 -0.775
C -3.214949 0.399055 -0.636100 0.158 0.001 0.207 -1.178
C -2.822456 -0.943484 -0.022351 0.176 0.213 -0.082 -0.731
H -0.814568 2.271641 -2.017953 -0.003 0.055 0.051 0.304
H -2.126773 1.446344 -2.733279 0.007 0.035 0.022 0.241
H -3.638905 0.223176 -1.622489 0.079 -0.101 -0.042 0.506
H -3.997182 0.896286 -0.060727 -0.008 0.042 -0.027 0.361
H -1.953133 -1.326848 -0.562929 -0.057 -0.027 -0.057 0.608
H -3.642774 -1.657653 -0.069754 -0.065 0.057 0.004 0.352
C 2.871483 1.065794 4.621587 0.004 0.015 0.012 -1.594
C 2.426857 0.794158 3.207371 -0.096 0.015 0.161 0.775
S 0.821201 1.356034 2.774576 -0.081 0.117 0.055 -0.610
C 3.214363 0.153267 2.342597 0.081 -0.111 -0.169 0.559
C 4.591553 -0.349864 2.687883 -0.024 -0.019 0.012 -1.656
S 2.703750 -0.169104 0.685678 0.148 -0.178 0.084 -0.782
H 2.063190 1.505713 5.203605 0.001 0.009 0.007 0.404
H 3.715689 1.760373 4.643166 -0.004 0.004 0.013 0.327
H 3.193323 0.149182 5.124147 0.007 0.000 -0.001 0.299
H 4.559485 -1.093051 3.491168 0.001 0.020 0.002 0.263
H 5.242453 0.462033 3.021357 0.000 0.004 0.003 0.364
H 5.061359 -0.820017 1.824087 0.001 0.007 -0.007 0.452
O 1.494019 -3.284740 1.435595 -0.218 0.235 -0.185 -0.607
C 1.488392 -2.794799 2.750116 -0.028 -0.021 0.083 0.016
N 0.525199 -3.534004 3.539376 0.182 -0.013 0.134 -0.057
C -0.751220 -3.212559 3.791940 -0.137 -0.007 -0.044 -0.186
O -1.506893 -3.883741 4.471560 0.039 0.026 0.025 -0.655
C -1.300511 -1.937141 3.200584 -0.021 0.008 -0.068 0.008
C -1.593752 -0.859258 4.021396 -0.086 -0.007 -0.004 -0.101
C -2.306383 0.208149 3.506237 0.055 -0.035 0.103 -0.993
C -2.714776 0.177162 2.198088 -0.040 -0.007 0.021 0.176
N -2.391667 -0.849541 1.396244 -0.032 -0.109 0.331 0.304
C -1.674916 -1.880776 1.877238 0.086 -0.083 -0.009 0.263
H 1.585745 -2.512238 0.850407 0.207 -0.042 0.016 0.333
H 1.263920 -1.724854 2.781108 -0.048 -0.033 0.012 -0.049
H 2.459271 -2.954581 3.226412 0.029 0.048 -0.057 0.283
H 0.806693 -4.426920 3.916321 -0.003 -0.013 -0.011 0.259
H -1.280381 -0.863305 5.056452 0.005 -0.015 -0.002 0.516
H -2.541606 1.069427 4.112286 0.003 0.012 -0.018 0.414
H -3.278112 0.988321 1.778240 -0.025 -0.005 -0.064 0.355
H -1.433686 -2.666068 1.172596 0.035 0.017 0.004 0.400
C 2.038166 1.714067 -2.197534 -0.026 0.009 -0.012 -0.467
O 1.111161 0.655651 -2.443654 0.054 -0.181 0.058 -0.315
C 0.521670 0.018512 -1.372162 -0.146 0.552 -0.121 -0.115
O -0.255614 -0.863065 -1.700443 -0.055 -0.202 0.002 -0.651
H 2.559405 1.873869 -3.138915 -0.011 0.019 -0.010 0.241
H 2.746509 1.457160 -1.415122 0.020 -0.003 -0.006 0.140
H 1.524597 2.637277 -1.906258 0.011 -0.051 0.006 0.248
```
Positions in Å, forces in eV/Å.



(5)
Density functional theory data (the ωB97M-V functional and the def2-TZVPD basis) for a structure of composition C17H22IrN4O2PS in a non-equilibrium geometry.

Net charge   +2
E   -50991.537 eV
HOMO level   -14.852 eV
Gap between HOMO and LUMO   7.47 eV
Strongest force on any atom   1.69 eV/A
ΔE to the lowest compared entry with this formula, charge and spin   0.0 kcal per mole

Structure (XYZ):
```
48
Properties=species:S:1:pos:R:3:forces:R:3:mulliken_charge:R:1
Ir -0.391558 0.336723 0.297055 0.216 -0.178 -1.665 0.402
O 1.462649 -3.066913 -0.562797 -0.082 -0.091 -0.024 -0.542
C 0.676184 -2.224157 -0.266111 0.227 0.097 0.212 0.225
O 1.041976 -0.949444 -0.037837 -0.219 0.162 0.016 -0.571
C -0.792378 -2.464614 -0.078301 -0.101 -0.006 -0.090 0.670
C -1.329203 -3.743672 -0.159010 -0.053 -0.032 -0.054 -0.797
C -2.679955 -3.888789 0.036186 0.054 -0.058 -0.003 -0.477
C -3.486291 -2.762495 0.282765 -0.036 0.082 -0.046 0.989
C -4.890013 -2.858650 0.454784 0.006 0.029 0.016 -0.877
C -5.636090 -1.736570 0.659943 -0.003 -0.017 -0.001 -0.664
C -5.014373 -0.468561 0.713046 0.011 0.027 0.015 -0.761
C -3.661864 -0.338553 0.565563 -0.015 -0.036 0.070 -0.661
C -2.874508 -1.486185 0.343087 -0.070 -0.003 -0.048 0.745
N -1.521525 -1.379031 0.164983 0.067 -0.069 0.870 0.035
H -0.669010 -4.572898 -0.370538 0.002 0.006 0.002 0.536
H -3.140151 -4.868370 -0.003415 0.004 -0.002 -0.010 0.490
H -5.354733 -3.835026 0.412890 0.001 -0.003 -0.016 0.431
H -6.708090 -1.808619 0.778772 0.000 -0.001 0.007 0.422
H -5.623681 0.411737 0.868479 -0.002 -0.003 0.011 0.441
H -3.193874 0.639236 0.607773 0.000 0.003 -0.031 0.351
C -0.823257 -0.776044 3.390855 -0.006 0.040 0.001 -1.262
P 0.063738 0.474259 2.447486 -0.038 -0.222 0.287 1.171
C 1.818296 0.218088 2.746709 -0.026 0.019 -0.038 -1.227
C -0.369975 2.081817 3.132578 -0.025 -0.017 -0.035 -1.230
H -0.499298 -0.738593 4.432868 -0.012 0.005 -0.004 0.495
H -0.608009 -1.766079 2.988552 0.021 -0.001 0.013 0.344
H -1.897298 -0.594944 3.342872 -0.003 -0.002 -0.021 0.370
H 1.994605 0.201450 3.823866 -0.002 0.021 0.000 0.463
H 2.397870 1.027921 2.303511 -0.002 0.001 -0.001 0.358
H 2.136747 -0.726558 2.309274 -0.001 -0.009 0.004 0.342
H -0.221339 2.051124 4.213931 0.012 0.012 -0.004 0.471
H -1.412172 2.321938 2.924458 -0.010 -0.019 0.013 0.356
H 0.269957 2.855233 2.707947 0.003 -0.004 -0.003 0.341
C -2.449817 5.238035 -1.763037 0.002 0.003 -0.018 -1.116
C -2.010431 4.830758 -0.352514 0.010 -0.020 0.026 -0.506
C -0.819692 3.936031 -0.378846 -0.034 -0.010 -0.101 0.213
N -0.825460 2.669020 -0.151433 -0.001 0.013 0.036 -0.465
N 0.403855 2.083620 -0.308116 0.140 0.281 0.647 0.342
C 1.376513 2.902716 -0.639880 -0.036 -0.018 -0.071 0.474
N 2.636955 2.523705 -0.819804 0.028 0.027 0.087 -0.357
S 0.770029 4.515480 -0.827525 0.014 -0.023 -0.016 -0.078
H -3.310144 5.900246 -1.697244 -0.003 -0.001 -0.005 0.353
H -2.731332 4.366592 -2.352962 0.003 -0.003 0.000 0.333
H -1.659193 5.771085 -2.291560 -0.003 0.011 0.007 0.379
H -2.805614 4.288209 0.159578 -0.008 0.029 0.010 0.256
H -1.774226 5.717120 0.239500 -0.014 -0.013 0.019 0.354
H 2.882994 1.546829 -0.756738 -0.008 -0.002 -0.030 0.209
H 3.353085 3.176993 -1.090946 -0.008 -0.006 -0.033 0.225
```
Positions in Å, forces in eV/Å.